# 1
96
Properties=species:S:1:pos:R:3:forces:R:3 method="wB97M-V/def2-TZVPD" total_charge=-2 homo_lumo_gap_ev=5.307 multiplicity=1
Ti -1.80894 -2.17508 -0.78403 0.1 -0.4 -0.1
N -1.28765 -0.09688 -1.36425 -0.1 0.1 0.0
C -2.34539 0.59309 -2.10197 0.0 0.0 0.0
C -3.19665 -0.41529 -2.82248 0.0 0.0 0.0
O -3.97467 -0.09330 -3.71878 0.0 0.0 0.0
N -3.03462 -1.66558 -2.34158 0.0 0.1 0.0
C -3.87758 -2.66265 -2.95966 0.0 0.0 0.0
C -3.57861 -3.97544 -2.27936 -0.1 0.1 -0.2
O -4.03000 -5.04451 -2.63857 0.0 0.0 0.0
O -2.77905 -3.81561 -1.26052 0.1 -0.1 0.2
H -0.98204 0.55033 -0.61371 0.1 -0.1 0.0
H -0.47447 -0.22601 -1.96015 0.0 0.0 0.0
H -1.96038 1.33914 -2.79783 0.0 0.0 0.0
H -2.97486 1.11206 -1.37699 0.0 0.0 0.0
H -3.69635 -2.74887 -4.03428 0.0 0.0 0.0
H -4.93980 -2.42593 -2.83994 0.0 0.0 0.0
C 1.98133 -6.06792 0.06672 0.0 0.0 0.0
C 2.38464 -5.58553 -1.31659 0.0 0.1 0.0
N 1.31065 -4.93879 -2.07788 0.0 0.0 0.0
C 0.55030 -5.76663 -3.01510 0.0 0.0 0.0
C -0.64164 -6.45929 -2.36889 0.0 0.0 0.0
C 0.98579 -3.66828 -1.82766 0.1 0.2 0.1
S -0.25419 -2.87854 -2.74669 0.0 0.0 0.1
N 1.74297 -3.03468 -0.90988 -0.3 -0.1 -0.1
C 1.25023 -2.09450 -0.12548 0.2 -0.2 -0.1
O 0.04093 -1.77528 0.03359 0.0 0.3 -0.2
C 2.25459 -1.41354 0.74922 -0.1 0.0 0.0
C 3.61064 -1.45626 0.44596 0.1 0.0 0.0
C 4.52985 -0.85292 1.29095 0.0 0.0 -0.1
C 4.09828 -0.22794 2.45352 0.0 0.0 0.0
C 2.74457 -0.18390 2.75334 0.0 0.0 0.0
C 1.81989 -0.75751 1.89294 0.1 0.0 0.0
H 2.85439 -6.49694 0.56521 0.0 0.0 0.0
H 1.19699 -6.82308 0.03106 0.0 0.0 0.0
H 1.60638 -5.24812 0.67482 0.0 0.0 0.0
H 2.73359 -6.41808 -1.93147 0.0 0.0 0.0
H 3.19610 -4.86436 -1.22268 0.0 0.0 0.0
H 1.25223 -6.49341 -3.43065 0.0 0.0 0.0
H 0.20847 -5.12862 -3.82655 0.0 0.0 0.0
H -0.32606 -7.18481 -1.61845 0.0 0.0 0.0
H -1.22892 -6.97692 -3.12972 0.0 0.0 0.0
H -1.29098 -5.72991 -1.88728 0.0 0.0 0.0
H 3.92833 -1.97205 -0.45003 0.0 0.0 0.0
H 5.58491 -0.87332 1.04581 0.0 0.0 0.0
H 4.81663 0.23851 3.11725 0.0 0.0 0.0
H 2.40127 0.32110 3.64817 0.0 0.0 0.0
H 0.75955 -0.70175 2.08521 0.0 0.0 0.0
C 2.01256 5.03723 0.04590 0.0 0.0 0.0
C 1.55218 3.58561 -0.13583 0.0 0.0 0.0
C 2.40989 2.71480 0.78634 0.0 0.0 0.0
C 1.93259 3.14088 -1.55557 0.0 0.0 0.0
Si -0.38460 3.13300 0.15325 0.0 0.0 0.0
Br -3.18750 -1.15280 0.95409 0.0 0.1 0.1
C -0.69580 3.30214 2.12544 0.0 0.0 0.0
C -0.26742 1.97857 2.77273 0.0 0.0 0.0
C -0.00862 4.44046 2.88631 0.0 0.0 0.0
C -2.20175 3.40700 2.38989 0.0 0.0 0.0
C -1.38440 4.68021 -0.64919 0.0 0.0 0.0
C -1.35557 6.02712 0.08203 0.0 0.0 0.0
C -0.88285 4.92402 -2.07745 0.0 0.0 0.0
C -2.85788 4.27438 -0.81103 0.0 0.0 0.0
H 3.10409 5.10811 -0.09215 0.0 0.0 0.0
H 1.78412 5.41647 1.04286 0.0 0.0 0.0
H 1.55572 5.71599 -0.67731 0.0 0.0 0.0
H 3.47011 2.79102 0.49815 0.0 0.0 0.0
H 2.12725 1.66227 0.71493 0.0 0.0 0.0
H 2.33893 3.00935 1.83416 0.0 0.0 0.0
H 3.01265 3.28372 -1.71815 0.0 0.0 0.0
H 1.40581 3.69204 -2.33266 0.0 0.0 0.0
H 1.71073 2.07988 -1.69723 0.0 0.0 0.0
H 0.80112 1.79140 2.67395 0.0 0.0 0.0
H -0.79489 1.13447 2.31912 0.0 0.0 0.0
H -0.50786 1.99117 3.84858 0.0 0.0 0.0
H 1.07804 4.35421 2.86014 0.0 0.0 0.0
H -0.30646 4.42336 3.94770 0.0 0.0 0.0
H -0.27141 5.42359 2.48879 0.0 0.0 0.0
H -2.75243 2.62771 1.85549 0.0 0.0 0.0
H -2.61343 4.37514 2.10271 0.0 0.0 0.0
H -2.39984 3.27352 3.46432 0.0 0.0 0.0
H -0.33994 6.39166 0.24232 0.0 0.0 0.0
H -1.84445 5.97282 1.05612 0.0 0.0 0.0
H -1.89294 6.79033 -0.50459 0.0 0.0 0.0
H 0.11163 5.37158 -2.10526 0.0 0.0 0.0
H -1.56553 5.61091 -2.60062 0.0 0.0 0.0
H -0.84960 3.99209 -2.64980 0.0 0.0 0.0
H -3.34416 4.04277 0.13515 0.0 0.0 0.0
H -2.95127 3.39542 -1.44911 0.0 0.0 0.0
H -3.42305 5.09184 -1.28567 0.0 0.0 0.0
C -0.15100 -2.33388 4.01006 0.0 0.0 0.0
O -0.60634 -2.67511 2.70653 0.0 0.0 0.0
C -0.51607 -3.94129 2.28931 -0.1 0.1 0.0
S 0.17644 -5.14245 3.21985 0.0 0.0 0.1
S -1.25529 -4.23852 0.77454 0.0 -0.1 0.0
H -0.32125 -1.26140 4.09523 0.0 0.0 0.0
H 0.90737 -2.57238 4.12520 0.0 0.0 0.0
H -0.71830 -2.87661 4.76576 0.0 0.0 0.0


# 2
6
Properties=species:S:1:pos:R:3:forces:R:3 method="wB97M-V/def2-TZVPD" smiles="ClC1=PC1" total_charge=0 homo_lumo_gap_ev=8.975 multiplicity=1
Cl 0.17551 -2.31165 0.33838 0.2 1.3 -0.5
C 0.12399 -0.66346 -0.30589 -0.9 -1.3 -0.7
P -0.17923 0.22675 -1.67234 0.9 -0.5 1.6
C -0.04438 0.62995 0.29470 5.3 0.1 -1.4
H -0.93487 0.93890 0.57904 -4.0 1.2 1.9
H 0.85898 1.17951 0.76611 -1.5 -0.9 -1.0


# 3
39
Properties=species:S:1:pos:R:3:forces:R:3 method="wB97M-V/def2-TZVPD" total_charge=0 homo_lumo_gap_ev=6.641 multiplicity=1
C 4.85250 -1.32898 2.03501 -1.0 0.2 0.1
O 4.32871 -0.00453 1.77532 -0.7 -0.3 0.3
C 2.98425 0.22922 1.96257 -0.2 -0.6 0.1
C 2.51540 1.53934 1.70019 0.6 -0.5 -0.2
C 1.18739 1.84890 1.89562 -1.2 -0.4 1.0
C 0.26434 0.88067 2.44341 2.1 0.1 -0.4
C -1.06911 1.23603 2.89405 -0.3 2.3 1.3
C -2.22601 0.52408 2.36472 -2.6 -0.8 -0.4
C -3.51100 1.16153 2.49827 1.3 -0.6 0.6
C -4.68547 0.44413 2.32526 -0.4 0.2 -0.3
C -4.65715 -0.90134 1.94249 0.7 0.5 0.0
C -3.42234 -1.50217 1.66887 -0.6 -0.1 -0.4
C -2.24309 -0.78415 1.77465 1.1 0.6 1.1
C 0.74734 -0.42600 2.59310 -0.8 0.1 0.7
C 2.06524 -0.76921 2.38743 1.2 0.8 -0.6
H 5.92094 -1.25158 1.89594 0.1 0.0 0.0
H 4.63304 -1.66109 3.07188 0.1 0.3 -0.5
H 4.42813 -2.06134 1.32024 0.2 0.4 0.3
H 3.23600 2.29369 1.35494 -0.4 -0.4 0.1
H 0.83395 2.86449 1.67270 0.1 -0.4 0.2
H -1.24219 2.35691 2.86230 0.3 -1.4 0.2
H -3.53413 2.20314 2.85312 -0.1 -0.6 -0.1
H -5.64535 0.95806 2.49209 0.5 -0.4 -0.1
H -5.58032 -1.44111 1.79478 0.0 -0.1 0.1
H -3.39992 -2.55180 1.34612 0.1 0.6 0.0
H -1.28923 -1.27416 1.49323 -0.9 0.4 0.3
H 0.04835 -1.18006 2.98216 0.6 0.3 0.0
H 2.40976 -1.77947 2.56746 -0.1 0.1 0.0
C 0.64282 2.77149 5.72347 0.1 -0.2 -0.6
C -0.53150 1.89652 5.88954 -0.9 -0.4 1.1
N -1.06344 1.72448 7.12046 0.5 0.4 -1.4
C -2.09746 0.85816 6.94646 -0.2 -0.4 -0.3
C -2.12262 0.46599 5.63089 -1.7 -0.9 -0.6
N -1.20196 1.19178 4.91150 0.8 -0.4 -0.6
H 1.06808 2.60508 4.73290 0.2 0.2 0.1
H 0.30804 3.79301 5.83332 0.2 0.5 -0.1
H 1.37749 2.54528 6.49885 -0.1 0.1 -0.2
H -2.82397 0.60715 7.74135 0.8 0.0 -0.5
H -2.75576 -0.32708 5.20500 0.3 0.8 -0.1


# 4
92
Properties=species:S:1:pos:R:3:forces:R:3 method="wB97M-V/def2-TZVPD" total_charge=+4 homo_lumo_gap_ev="4.340 / 4.341" multiplicity=1
Ir -1.35891 -1.92340 0.00369 0.0 0.0 0.1
C -0.87728 2.54290 -0.78155 0.4 -0.1 -0.2
N 0.37300 2.17013 -0.22808 -0.2 0.1 -0.1
C 0.87838 0.82745 -0.57923 0.0 0.0 0.0
P 0.55271 -0.79973 0.32727 0.1 -0.1 0.0
C 1.96280 -1.74149 -0.28715 0.0 0.0 0.0
C 2.57509 -1.49195 -1.51861 0.0 0.0 0.0
C 3.64163 -2.27445 -1.93686 0.0 0.0 0.0
C 4.10372 -3.30958 -1.13521 0.0 0.0 0.0
C 3.50281 -3.56181 0.09370 0.0 0.0 0.0
C 2.43814 -2.78646 0.51631 0.0 0.0 0.0
C 0.85306 -0.60132 2.09113 0.0 0.0 0.0
C -0.18802 -0.77704 3.00091 0.0 0.0 0.0
C 0.05486 -0.72878 4.36655 0.0 0.0 0.0
C 1.34503 -0.50823 4.82980 0.0 0.0 0.0
C 2.39693 -0.36254 3.92923 0.0 0.0 0.0
C 2.15862 -0.42313 2.56698 0.0 0.0 0.0
C 1.13044 3.06486 0.45500 -0.1 0.0 0.0
C 0.83444 4.46949 0.39649 -0.2 0.0 0.0
C 1.59191 5.37182 1.09853 0.1 0.0 0.0
C 2.65935 4.92908 1.87877 -0.1 -0.1 0.0
C 2.98902 3.55551 1.92876 0.0 0.0 0.0
C 2.25885 2.64601 1.22800 0.0 -0.1 0.0
P -2.23043 2.64408 0.58550 -0.2 0.1 0.2
C -2.58270 0.95600 1.09109 0.1 0.0 0.0
C -2.72105 -0.03512 0.05829 -0.1 -0.1 0.1
C -3.40985 -1.22400 0.38430 -0.1 0.1 -0.1
C -3.89365 -1.46447 1.69790 0.0 0.0 -0.1
C -3.74233 -0.50006 2.65766 0.0 0.1 0.0
C -3.10713 0.72077 2.34509 0.1 0.0 0.0
C -1.50510 3.55330 1.92382 0.1 0.0 -0.2
C -0.73503 2.98773 2.96832 0.1 0.0 0.0
C -0.26294 3.79598 3.97623 0.0 0.1 0.1
C -0.59334 5.15925 3.99795 0.1 -0.1 0.0
C -1.37602 5.72727 2.99319 0.0 0.0 0.0
C -1.81807 4.93839 1.95389 0.0 0.0 -0.1
H -1.20529 1.81001 -1.51419 0.0 0.0 0.0
H -0.86685 3.51989 -1.25389 -0.1 0.0 0.1
H 1.96378 0.88891 -0.58100 0.0 0.0 0.0
H 0.57120 0.64690 -1.61318 0.0 0.0 0.0
H 2.24876 -0.68838 -2.16334 0.0 0.0 0.0
H 4.12360 -2.06516 -2.88285 0.0 0.0 0.0
H 4.94237 -3.91163 -1.45959 0.0 0.0 0.0
H 3.87468 -4.35684 0.72625 0.0 0.0 0.0
H 1.99295 -2.98398 1.48420 0.0 0.0 0.0
H -1.18755 -0.98573 2.64525 0.0 0.0 0.0
H -0.75271 -0.89007 5.06892 0.0 0.0 0.0
H 1.54051 -0.48537 5.89407 0.0 0.0 0.0
H 3.40805 -0.23894 4.29442 0.0 0.0 0.0
H 2.99731 -0.38611 1.88045 0.0 0.0 0.0
H 0.07758 4.84491 -0.27418 0.0 0.0 0.0
H 1.38129 6.42953 1.01538 0.0 0.0 0.0
H 3.26761 5.64214 2.42203 0.0 0.0 0.0
H 3.83629 3.23577 2.52052 0.0 0.0 0.0
H 2.51733 1.60243 1.28432 0.0 0.0 0.0
H -2.67194 0.28108 -0.97736 0.0 0.0 0.0
H -3.77131 -1.86418 -0.42614 -0.1 0.0 0.1
H -4.44810 -2.37074 1.90506 0.0 0.0 0.0
H -4.15850 -0.64500 3.64661 0.0 0.0 0.0
H -3.09268 1.49619 3.10089 0.0 0.0 0.0
H -0.49364 1.93062 2.95885 0.0 0.0 0.0
H 0.34448 3.37983 4.76927 0.0 0.0 0.0
H -0.24409 5.77913 4.81481 0.0 0.0 0.0
H -1.64123 6.77526 3.03689 0.0 0.0 0.0
H -2.43565 5.36790 1.17219 0.0 0.0 0.0
O -0.29362 -3.71520 -0.14234 0.0 0.0 0.1
H -0.35018 -4.15795 -1.02039 0.1 0.0 -0.1
H -0.36885 -4.37924 0.55929 0.0 0.0 0.0
Ge -1.64620 -1.94140 -2.56150 0.0 0.0 0.0
C -0.82431 -0.49544 -3.52016 -0.1 0.0 0.0
C -1.62058 0.63365 -3.75899 0.0 0.0 0.1
C -1.16337 1.66141 -4.57353 0.0 0.0 0.0
C 0.09098 1.56702 -5.16449 0.0 0.0 0.0
C 0.87476 0.43540 -4.96467 0.0 0.0 0.0
C 0.41726 -0.59458 -4.15582 0.0 0.0 0.0
C -1.24149 -3.78374 -2.90591 0.0 0.0 0.0
C 0.06500 -4.26289 -3.09829 0.0 0.0 -0.1
C 0.27777 -5.61474 -3.33203 0.0 0.0 0.0
C -0.80046 -6.49382 -3.37469 0.0 0.0 0.0
C -2.09430 -6.02809 -3.18239 0.0 0.0 0.0
C -2.31711 -4.67990 -2.93609 0.0 0.0 -0.1
H -3.16381 -1.69424 -2.51392 0.0 0.0 0.0
H -2.63500 0.68388 -3.37066 0.0 0.0 0.0
H -1.80213 2.50850 -4.78949 0.0 0.0 0.0
H 0.43923 2.35326 -5.82152 0.0 0.0 0.0
H 1.82490 0.34148 -5.47422 0.0 0.0 0.0
H 1.01201 -1.49433 -4.06434 0.0 0.0 0.0
H 0.91492 -3.58746 -3.09371 0.0 0.0 0.0
H 1.28138 -5.98142 -3.50287 0.0 0.0 0.0
H -0.62938 -7.54420 -3.56989 0.0 0.0 0.0
H -2.92992 -6.71337 -3.23180 0.0 0.0 0.0
H -3.33466 -4.32744 -2.80793 0.0 0.0 0.0


Number 1: calculated total energy -6676.8042 a.u.. Number 2: calculated total energy -878.8544 a.u.. Number 3: calculated total energy -881.3654 a.u.. Number 4: calculated total energy -4694.3093 a.u..